*one*
DFT (wB97M-V/def2-TZVPD) results for C6H11ClS as an isolated structure.

Positions of all 19 atoms, in Å:
C (-0.92, -0.99, -1.04)
C (-2.35, -1.39, -0.85)
C (-0.52, -0.70, 0.21)
C (1.66, 0.16, -0.38)
C (0.58, 1.20, 1.49)
C (0.73, -0.09, 0.79)
S (-2.18, -0.79, 0.94)
Cl (-1.69, 2.02, -0.39)
H (-0.28, -1.38, -1.84)
H (-2.38, 2.38, 0.61)
H (-3.07, -0.64, -1.21)
H (-2.63, -2.40, -0.81)
H (1.13, 0.57, -1.21)
H (2.20, -0.80, -0.55)
H (2.35, 0.86, -0.01)
H (-0.44, 1.21, 2.01)
H (0.52, 2.01, 0.62)
H (1.50, 1.33, 2.15)
H (1.14, -0.79, 1.39)

LUMO level in eV: 0.683
Frontier orbital gap in eV: 8.9185

Results of the Löwdin charge analysis, in e, for atoms 1 through 8:
1. C -0.2545
2. C -0.3623
3. C -0.5392
4. C -0.0760
5. C -0.1446
6. C -0.4807
7. S 0.7980
8. Cl 0.4575

=====

*two*
DFT (wB97M-V/def2-TZVPD) results for C6H11ClS as an isolated structure.

Positions of all 19 atoms, in Å:
C (-0.65, -0.81, 0.35)
C (-1.74, -1.63, -0.41)
C (-0.15, 0.32, -0.52)
C (1.28, 0.38, -0.92)
C (1.74, 1.55, -0.21)
C (0.26, 1.54, 0.49)
H (-0.40, -1.32, 2.87)
H (-1.04, -0.32, 1.28)
H (-2.40, -0.86, -0.95)
H (-2.62, -2.26, 0.24)
H (-0.89, 0.77, -1.25)
H (1.57, -0.56, -0.47)
H (1.31, 0.19, -1.95)
H (2.74, 1.47, 0.06)
H (1.66, 2.50, -0.89)
H (-0.24, 2.39, 0.80)
H (0.01, 1.00, 1.66)
S (0.47, -1.81, 1.46)
Cl (-0.92, -2.55, -1.66)

LUMO level in eV: -0.145
Frontier orbital gap in eV: 9.2168

Results of the Löwdin charge analysis, in e, for atoms 1 through 8:
1. C -0.7790
2. C -0.6632
3. C -0.3428
4. C -0.2796
5. C -0.1247
6. C -0.0778
7. H 0.0577
8. H 0.0199

=====

*one* comes first in stability; the runner-up is 0.1086 hartree higher.

=====

*one*
DFT (wB97M-V/def2-TZVPD) results for an isolated molecule of CH2N2O2.

Positions of all 7 atoms, in Å:
C (0.47, -0.80, 0.34)
N (0.28, 1.27, -0.59)
N (1.01, 0.36, -0.22)
O (0.18, -1.75, -0.27)
O (-1.01, 1.29, -0.33)
H (0.69, -0.83, 1.43)
H (-1.61, 0.46, -0.37)

LUMO level in eV: 0.273
Structure (SMILES): O=C/N=N\O
Frontier orbital gap in eV: 10.6260

For reference, the Löwdin charges in units of e are:
1. C -0.3804
2. N -0.0590
3. N 0.0740
4. O 0.1072
5. O -0.0361
6. H 0.1357
7. H 0.1585

=====

*two*
DFT (wB97M-V/def2-TZVPD) results for a 2-piece molecular cluster, CH2N2O2 overall.

Positions of all 7 atoms, in Å:
C (0.68, -0.01, 0.08)
N (-0.29, 1.13, -0.03)
N (-0.32, -0.92, -0.03)
O (1.83, 0.20, 0.21)
O (-1.28, 0.11, -0.03)
H (-0.13, 1.55, -0.97)
H (-0.49, -2.07, 0.77)

LUMO level in eV: -0.458
Frontier orbital gap in eV: 9.1638

For reference, the Löwdin charges in units of e are:
1. C -0.5598
2. N 0.0907
3. N 0.0375
4. O 0.1143
5. O -0.1384
6. H 0.1307
7. H 0.3251

=====

*one* comes first in stability; the runner-up is 0.0791 hartree higher.

=====

*one*
DFT (wB97M-V/def2-TZVPD) results for an isolated molecule of CH2N2O2.

Positions of all 7 atoms, in Å:
C (-0.18, 0.13, 0.23)
N (-1.33, -0.16, 0.64)
N (-2.56, -0.03, 0.08)
O (-3.10, -1.05, -0.11)
O (-2.88, 1.06, -0.19)
H (0.74, 0.11, 0.81)
H (-0.10, 0.79, -0.78)

LUMO level in eV: -0.149
Structure (SMILES): C=N[N+](=O)[O-]
Frontier orbital gap in eV: 10.6521

For reference, the Löwdin charges in units of e are:
1. C 0.0212
2. N 0.0583
3. N -0.5234
4. O 0.1227
5. O 0.1115
6. H 0.0779
7. H 0.1318

=====

*two*
DFT (wB97M-V/def2-TZVPD) results for an isolated molecule of CH2N2O2.

Positions of all 7 atoms, in Å:
C (-1.45, 0.34, 0.12)
N (1.93, -0.77, 0.04)
N (-0.46, -0.56, 0.06)
O (-2.61, 0.04, -0.03)
O (0.97, -0.04, -0.31)
H (-1.16, 1.35, 0.48)
H (2.78, -0.36, -0.36)

LUMO level (spin up / spin down) in eV: -2.682 / -1.284
Frontier orbital gap (spin up / spin down) in eV: 7.1253 / 9.2955

For reference, the Löwdin charges in units of e are:
1. C -0.4394
2. N 0.1135
3. N 0.1748
4. O 0.0574
5. O -0.1237
6. H 0.1279
7. H 0.0895

=====

*three*
DFT (wB97M-V/def2-TZVPD) results for an isolated molecule of CH2N2O2.

Positions of all 7 atoms, in Å:
C (-0.49, 0.74, 0.47)
N (-0.96, -0.40, 0.73)
N (0.97, -0.63, -0.48)
O (0.69, 0.74, -0.21)
O (-0.10, -1.34, 0.23)
H (-0.92, 1.68, 0.75)
H (0.80, -0.78, -1.48)

LUMO level in eV: 0.919
Structure (SMILES): C1=NONO1
Frontier orbital gap in eV: 9.9704

For reference, the Löwdin charges in units of e are:
1. C -0.2003
2. N 0.0591
3. N 0.0458
4. O -0.0477
5. O -0.1147
6. H 0.1324
7. H 0.1255

=====

*three* comes first in stability; the runner-up is 0.0027 hartree higher.